Entry 1:
Formula: C17H25ClN2O4S2
Source: the OMol25 dataset
Level of theory: wB97M-V/def2-TZVPD

The geometry in XYZ format:
```
51
Properties=species:S:1:pos:R:3:lowdin_charge:R:1
C 4.488 -2.776 2.624 -0.07
C 3.544 -1.614 2.430 -0.28
O 2.896 -1.793 1.180 -0.15
C 1.584 -1.258 1.132 -0.20
C 0.916 -1.802 -0.146 -0.09
C 0.676 -0.719 -1.177 -0.11
C -0.236 0.381 -0.888 -0.10
C -1.043 0.376 0.396 -0.12
C -1.974 -0.863 0.550 -0.17
C -3.381 -0.549 1.056 -0.21
C -3.395 0.529 2.132 -0.29
S -4.905 0.477 3.087 0.34
O -5.415 -0.850 3.170 -0.32
O -5.773 1.505 2.613 -0.33
Cl -4.229 1.055 4.928 0.38
C -0.386 1.420 -1.777 -0.11
C -1.245 2.640 -1.565 -0.11
C -0.549 3.971 -1.922 -0.25
O 0.836 3.957 -1.590 -0.06
C 0.308 1.326 -3.017 -0.29
N 0.229 2.190 -4.032 -0.24
S 1.165 1.677 -5.201 1.03
N 1.737 0.315 -4.524 -0.21
C 1.171 0.250 -3.327 -0.32
C 1.366 -0.784 -2.359 -0.14
C 2.346 -1.880 -2.712 -0.02
H 3.906 -3.693 2.608 0.08
H 5.060 -2.689 3.539 0.07
H 5.141 -2.811 1.758 0.08
H 2.812 -1.554 3.235 0.11
H 4.095 -0.671 2.419 0.12
H 1.675 -0.175 1.064 0.12
H 1.019 -1.513 2.031 0.12
H 1.599 -2.555 -0.502 0.10
H -0.004 -2.315 0.090 0.10
H -0.367 0.408 1.242 0.11
H -1.664 1.252 0.422 0.07
H -1.520 -1.581 1.224 0.10
H -2.027 -1.358 -0.413 0.12
H -4.045 -0.320 0.228 0.13
H -3.778 -1.459 1.499 0.10
H -3.403 1.511 1.677 0.10
H -2.536 0.426 2.786 0.10
H -1.553 2.752 -0.536 0.09
H -2.168 2.576 -2.140 0.13
H -0.631 4.182 -2.974 0.09
H -1.020 4.751 -1.327 0.11
H 0.918 4.084 -0.644 0.09
H 2.837 -1.642 -3.642 0.06
H 3.083 -1.947 -1.920 0.08
H 1.841 -2.837 -2.783 0.09
```

## Properties
Relative energy (zero: lowest compared OMol25 entry of this formula, charge and spin) in kcal/mol: 62.7
HOMO-LUMO gap in eV: 8.26
Electronic energy in hartree: -2329.78338

---

Entry 2:
Formula: C14H22F6HgN10O6SSb
Source: the OMol25 dataset
Level of theory: wB97M-V/def2-TZVPD

The geometry in XYZ format:
```
61
Properties=species:S:1:pos:R:3:lowdin_charge:R:1
Hg 0.402 0.003 -0.671 1.21
N -1.552 1.135 -0.689 0.01
C -1.437 2.452 -0.010 -0.25
C -2.734 2.956 0.661 -0.15
C -3.466 2.100 1.717 -0.16
C -2.745 2.042 3.099 -0.19
N -1.856 0.952 3.445 0.06
C -2.264 -0.212 3.996 -0.60
N -3.627 -0.368 4.182 0.12
N -1.483 -1.112 4.506 0.07
C -0.224 2.501 0.975 -0.60
O -0.193 3.362 1.843 0.03
O 0.706 1.630 0.766 -0.18
H -2.006 1.269 -1.586 0.10
H -2.119 0.480 -0.149 0.04
H -1.175 3.174 -0.791 0.13
H -3.428 3.165 -0.157 0.11
H -2.489 3.897 1.155 0.11
H -3.667 1.094 1.343 0.09
H -4.435 2.577 1.893 0.10
H -3.505 2.033 3.882 0.11
H -2.150 2.950 3.197 0.11
H -0.915 0.968 3.081 0.13
H -4.170 -0.094 3.375 0.08
H -3.832 -1.314 4.467 0.09
H -0.503 -0.880 4.401 0.02
H -1.300 -2.954 2.259 0.14
N 2.944 0.371 1.869 0.20
C 3.131 -0.730 1.148 -0.43
N 3.870 -1.716 1.673 0.17
C 4.059 -2.768 0.890 -0.45
N 4.787 -3.795 1.386 0.15
N 3.621 -2.886 -0.373 0.17
C 2.879 -1.875 -0.792 -0.28
N 2.603 -0.780 -0.100 0.11
C 2.302 -1.987 -2.162 -0.19
C 2.876 -2.843 -3.089 0.00
C 2.321 -2.927 -4.355 -0.05
C 1.199 -2.168 -4.638 -0.03
C 0.677 -1.352 -3.647 -0.10
N 1.224 -1.249 -2.443 0.04
H 3.255 0.363 2.824 0.11
H 2.223 1.033 1.560 0.07
H 4.933 -3.812 2.379 0.10
H 4.771 -4.657 0.872 0.10
H 3.740 -3.423 -2.802 0.11
H 2.758 -3.576 -5.103 0.11
H 0.739 -2.193 -5.614 0.11
H -0.198 -0.748 -3.838 0.11
F 0.186 1.431 -2.913 -0.41
Sb 0.267 3.011 -3.993 1.37
F 0.726 4.062 -2.491 -0.36
F 2.081 2.621 -4.371 -0.37
F -1.583 3.253 -3.571 -0.38
F -0.255 1.899 -5.453 -0.39
F 0.288 4.543 -5.113 -0.37
O -1.129 -2.614 -0.995 -0.31
S -1.265 -2.148 0.360 0.34
O -2.450 -1.332 0.584 -0.34
O -0.036 -1.428 0.808 -0.45
O -1.376 -3.383 1.311 -0.18
```

## Properties
Relative energy (zero: lowest compared OMol25 entry of this formula, charge and spin) in kcal/mol: 34.4
Total charge: -1
HOMO-LUMO gap in eV: 8.09
Electronic energy in hartree: -2937.17105

---

Entry 3:
Formula: C23H43MnN4O7Si4Te2
Source: the OMol25 dataset
Level of theory: wB97M-V/def2-TZVPD

The geometry in XYZ format:
```
84
Properties=species:S:1:pos:R:3:lowdin_charge:R:1
Mn -0.251 0.268 -0.002 0.08
C 2.792 -2.054 -0.354 -0.01
C 2.840 -0.579 -0.234 -0.33
N 1.805 0.242 -0.266 0.08
C 2.286 1.506 -0.074 -0.12
C 3.632 1.467 0.077 -0.08
N 3.971 0.139 -0.052 0.20
C 4.671 2.491 0.322 -0.49
O 4.233 3.724 0.477 0.12
O 5.837 2.167 0.397 0.08
C 1.308 2.627 -0.004 -0.54
O 1.734 3.788 0.090 0.05
O 0.098 2.240 -0.056 -0.11
H 1.765 -2.340 -0.568 0.02
H 3.084 -2.509 0.591 0.08
H 3.446 -2.408 -1.152 0.08
H 4.913 -0.204 0.048 0.17
H 3.226 3.757 0.443 0.05
C -7.764 -1.095 -1.866 -0.22
Si -5.948 -0.689 -2.138 0.29
C -5.135 -2.196 -2.886 -0.22
C -5.886 0.723 -3.366 -0.23
Si -4.818 -0.052 -0.179 0.14
Te -2.551 0.419 -1.194 0.51
Si -5.079 -1.694 1.471 0.33
C -4.733 -3.400 0.806 -0.22
C -6.900 -1.578 1.927 -0.22
C -4.099 -1.423 3.029 -0.20
Si -5.604 2.056 0.490 0.32
C -7.473 2.118 0.298 -0.22
C -5.177 2.434 2.265 -0.21
C -4.854 3.355 -0.627 -0.22
H -8.233 -1.280 -2.836 0.03
H -8.301 -0.281 -1.380 0.01
H -7.898 -1.990 -1.260 0.02
H -5.471 -2.322 -3.919 0.03
H -5.390 -3.098 -2.331 0.02
H -4.047 -2.107 -2.889 -0.01
H -6.268 0.378 -4.331 0.03
H -4.869 1.091 -3.510 0.01
H -6.505 1.559 -3.035 0.02
H -5.447 -3.682 0.031 0.02
H -4.806 -4.125 1.622 0.03
H -3.733 -3.454 0.375 -0.03
H -7.554 -1.689 1.065 0.01
H -7.125 -0.617 2.393 0.02
H -7.147 -2.365 2.645 0.03
H -3.035 -1.342 2.815 0.01
H -4.265 -2.276 3.692 0.04
H -4.401 -0.510 3.542 0.03
H -7.967 1.340 0.882 0.02
H -7.769 1.992 -0.744 0.01
H -7.848 3.087 0.638 0.03
H -5.853 1.914 2.949 0.02
H -5.273 3.508 2.442 0.03
H -4.156 2.126 2.497 0.00
H -5.106 3.188 -1.675 0.02
H -3.766 3.367 -0.543 0.02
H -5.224 4.341 -0.334 0.03
Te -1.275 -1.965 -0.978 0.23
C -0.623 -2.536 4.672 -0.08
C 0.714 -1.879 4.985 -0.17
C 0.869 -0.460 4.404 -0.31
C 2.260 0.097 4.740 -0.18
C 2.497 1.492 4.173 -0.06
C -0.178 0.411 5.065 -0.44
O -0.150 0.687 6.250 0.08
N -1.186 0.832 4.255 0.22
C -1.247 0.710 2.852 -0.53
O -2.197 1.237 2.294 0.00
N -0.278 0.024 2.194 0.12
C 0.734 -0.565 2.875 -0.45
O 1.595 -1.231 2.310 0.04
H -0.663 -3.543 5.089 0.07
H -0.786 -2.615 3.595 0.08
H -1.459 -1.974 5.095 0.07
H 1.530 -2.473 4.569 0.12
H 0.861 -1.804 6.065 0.12
H 2.992 -0.604 4.338 0.12
H 2.354 0.107 5.828 0.12
H 2.363 1.508 3.089 0.07
H 3.511 1.833 4.380 0.08
H 1.810 2.220 4.608 0.08
H -1.910 1.406 4.664 0.16
```

## Properties
Relative energy (zero: lowest compared OMol25 entry of this formula, charge and spin) in kcal/mol: 7.9
Expectation value of S²: 3.795
Total charge: -1
HOMO-LUMO gap (spin up / spin down) in eV: 6.85 / 6.72
Multiplicity: 4
Electronic energy in hartree: -4493.36323

---

Entry 4:
Formula: C10H24N7O2PtS
Source: the OMol25 dataset
Level of theory: wB97M-V/def2-TZVPD

The geometry in XYZ format:
```
45
Properties=species:S:1:pos:R:3:lowdin_charge:R:1
Pt 0.338 -0.741 -0.738 0.99
C 3.361 2.346 0.728 0.04
C 2.190 1.579 0.209 -0.22
N 1.995 0.302 0.352 -0.10
O 2.878 -0.483 0.978 0.04
C 1.127 2.249 -0.535 -0.15
C 1.081 3.708 -0.695 0.04
N 0.180 1.425 -1.056 -0.18
O -0.775 1.970 -1.649 0.01
H 3.900 1.837 1.526 0.10
H 3.031 3.300 1.136 0.11
H 4.063 2.558 -0.083 0.13
H 3.649 0.033 1.282 0.13
H 2.052 4.075 -1.040 0.13
H 0.904 4.184 0.278 0.14
H 0.300 4.014 -1.384 0.10
N -4.291 -0.919 0.253 0.17
C -3.219 -0.460 -0.354 -0.72
N -3.226 0.648 -1.049 0.19
S -1.782 -1.502 -0.224 0.72
H -5.189 -0.454 0.186 0.16
H -4.252 -1.759 0.811 0.13
H -4.063 1.212 -1.131 0.16
H -2.392 0.979 -1.527 0.07
C 0.653 -3.118 1.780 -0.02
N 0.239 -4.008 0.688 -0.13
C -0.650 -5.106 1.087 0.00
C 0.727 -3.908 -0.547 -0.39
N 1.007 -2.658 -1.061 0.03
N 0.965 -4.971 -1.314 -0.08
C 1.293 -6.288 -0.754 0.02
C 0.980 -4.898 -2.783 0.02
H 1.017 -3.733 2.604 0.12
H -0.195 -2.535 2.136 0.08
H 1.460 -2.465 1.464 0.06
H -1.401 -4.684 1.754 0.11
H -0.123 -5.891 1.628 0.11
H -1.148 -5.523 0.216 0.11
H 1.623 -2.736 -1.870 0.09
H 1.681 -6.179 0.254 0.11
H 2.065 -6.722 -1.387 0.12
H 0.432 -6.957 -0.760 0.12
H 2.008 -4.896 -3.150 0.12
H 0.436 -4.028 -3.142 0.10
H 0.483 -5.785 -3.173 0.12
```

## Properties
Relative energy (zero: lowest compared OMol25 entry of this formula, charge and spin) in kcal/mol: 3.5
Expectation value of S²: 6.068
Total charge: +3
HOMO-LUMO gap (spin up / spin down) in eV: 7.65 / 5.50
Multiplicity: 5
Electronic energy in hartree: -1445.52352

---

What is the formula in the fourth record?
C10H24N7O2PtS

---

The highest electronic energy belongs to which entry?
C10H24N7O2PtS

---

Which of these has the highest relative energy (zero: lowest compared OMol25 entry of this formula, charge and spin)?
C17H25ClN2O4S2

---

Repeat the first record exactly.
Formula: C17H25ClN2O4S2
Source: the OMol25 dataset
Level of theory: wB97M-V/def2-TZVPD

The geometry in XYZ format:
```
51
Properties=species:S:1:pos:R:3:lowdin_charge:R:1
C 4.488 -2.776 2.624 -0.07
C 3.544 -1.614 2.430 -0.28
O 2.896 -1.793 1.180 -0.15
C 1.584 -1.258 1.132 -0.20
C 0.916 -1.802 -0.146 -0.09
C 0.676 -0.719 -1.177 -0.11
C -0.236 0.381 -0.888 -0.10
C -1.043 0.376 0.396 -0.12
C -1.974 -0.863 0.550 -0.17
C -3.381 -0.549 1.056 -0.21
C -3.395 0.529 2.132 -0.29
S -4.905 0.477 3.087 0.34
O -5.415 -0.850 3.170 -0.32
O -5.773 1.505 2.613 -0.33
Cl -4.229 1.055 4.928 0.38
C -0.386 1.420 -1.777 -0.11
C -1.245 2.640 -1.565 -0.11
C -0.549 3.971 -1.922 -0.25
O 0.836 3.957 -1.590 -0.06
C 0.308 1.326 -3.017 -0.29
N 0.229 2.190 -4.032 -0.24
S 1.165 1.677 -5.201 1.03
N 1.737 0.315 -4.524 -0.21
C 1.171 0.250 -3.327 -0.32
C 1.366 -0.784 -2.359 -0.14
C 2.346 -1.880 -2.712 -0.02
H 3.906 -3.693 2.608 0.08
H 5.060 -2.689 3.539 0.07
H 5.141 -2.811 1.758 0.08
H 2.812 -1.554 3.235 0.11
H 4.095 -0.671 2.419 0.12
H 1.675 -0.175 1.064 0.12
H 1.019 -1.513 2.031 0.12
H 1.599 -2.555 -0.502 0.10
H -0.004 -2.315 0.090 0.10
H -0.367 0.408 1.242 0.11
H -1.664 1.252 0.422 0.07
H -1.520 -1.581 1.224 0.10
H -2.027 -1.358 -0.413 0.12
H -4.045 -0.320 0.228 0.13
H -3.778 -1.459 1.499 0.10
H -3.403 1.511 1.677 0.10
H -2.536 0.426 2.786 0.10
H -1.553 2.752 -0.536 0.09
H -2.168 2.576 -2.140 0.13
H -0.631 4.182 -2.974 0.09
H -1.020 4.751 -1.327 0.11
H 0.918 4.084 -0.644 0.09
H 2.837 -1.642 -3.642 0.06
H 3.083 -1.947 -1.920 0.08
H 1.841 -2.837 -2.783 0.09
```

## Properties
Relative energy (zero: lowest compared OMol25 entry of this formula, charge and spin) in kcal/mol: 62.7
HOMO-LUMO gap in eV: 8.26
Electronic energy in hartree: -2329.78338